C23H25F2I2NO4 | wB97M-V/def2-TZVPD

Structure (SMILES): C[C@H](I)[C@H](I)C1=CC(=O)c2cc(CCCCOC=O)c(CCCF)c(F)c2C1=O.CC#N
Lowest unoccupied orbital energy, eV: -1.09
DFT total energy, eV: -55571.406
Charge: 0

The geometry in XYZ format:
```
57
Properties=species:S:1:pos:R:3:forces:R:3
C -5.2345 -0.9455 0.0976 0.2 0.0 0.3
C -4.8535 -0.2609 1.4192 0.1 0.5 -0.7
I -5.6857 -1.2283 3.1451 0.1 0.1 -0.3
C -5.1345 1.2704 1.4189 0.4 -0.2 0.4
I -7.0141 1.7977 0.5302 0.1 0.0 0.2
C -3.9314 1.9311 0.7810 -0.6 -0.1 0.4
C -3.8435 2.3365 -0.4754 0.7 0.1 -0.4
C -2.5397 2.9260 -0.9424 -0.1 -0.1 -0.3
O -2.4734 3.8069 -1.7719 0.0 -0.5 0.2
C -1.3229 2.3035 -0.3039 -0.5 0.3 -0.4
C -0.1456 2.1116 -0.9713 -0.1 0.5 -0.6
C 0.9081 1.4991 -0.3372 0.9 0.0 -0.9
C 2.1696 1.2621 -1.1360 0.4 -0.7 0.0
C 2.5082 -0.2407 -1.3739 -0.1 0.2 -0.7
C 1.9288 -0.8003 -2.6867 -0.3 -0.3 0.4
C 0.4131 -0.6567 -2.7204 0.3 0.6 0.0
O -0.1792 -1.4939 -3.7359 -0.1 0.5 0.0
C -1.2572 -0.8705 -4.2765 -0.5 0.1 -1.5
O -1.3765 -0.6534 -5.4558 0.3 -0.5 1.0
C 0.8230 1.0953 0.9820 1.2 -0.9 0.8
C 1.9802 0.4133 1.6846 -0.2 -0.2 0.8
C 1.5427 -0.8518 2.5023 0.1 0.9 -0.4
C 2.5857 -1.9695 2.4770 -0.8 0.5 -0.3
F 3.2659 -2.0357 3.6834 0.1 -0.1 0.1
C -0.3586 1.2998 1.6554 -0.2 0.5 -0.4
F -0.5358 0.9518 2.9259 0.4 -0.2 0.3
C -1.4091 1.8874 1.0034 -2.0 0.3 1.1
C -2.7364 2.0871 1.7014 0.3 0.0 0.1
O -2.8535 2.3343 2.8822 -0.1 -0.3 -0.7
H -5.2011 -0.2290 -0.7265 -0.1 0.1 0.1
H -6.2376 -1.3606 0.1729 0.1 -0.1 -0.3
H -4.5017 -1.7135 -0.1549 -0.3 -0.2 0.2
H -3.7679 -0.3384 1.5127 -0.1 -0.2 0.4
H -5.1694 1.6326 2.4460 -0.2 0.0 -0.1
H -4.6685 2.2328 -1.1711 0.0 0.4 0.0
H -0.0424 2.4382 -1.9984 -0.1 0.1 0.0
H 3.0268 1.7292 -0.6420 -0.1 0.0 0.1
H 2.1077 1.7242 -2.1251 -0.2 0.2 0.2
H 2.1829 -0.8755 -0.5492 0.0 0.0 0.0
H 3.5849 -0.3568 -1.4593 0.0 0.0 0.2
H 2.1528 -1.8677 -2.7704 0.2 0.1 0.0
H 2.4024 -0.2877 -3.5275 -0.2 -0.1 -0.1
H 0.1823 0.3814 -2.9812 -0.1 -0.1 0.2
H -0.0056 -0.8509 -1.7255 -0.1 -0.2 -0.2
H -2.0875 -0.5796 -3.6022 0.5 -0.1 0.4
H 2.4212 1.1158 2.4011 0.0 0.1 -0.2
H 2.7726 0.1305 0.9994 -0.1 0.2 -0.1
H 0.5706 -1.1757 2.1224 0.2 -0.3 -0.1
H 1.3430 -0.4905 3.5113 0.1 -0.5 0.1
H 2.0750 -2.9151 2.2855 0.3 -0.2 0.2
H 3.3115 -1.7689 1.6856 0.1 -0.2 0.1
C 6.7700 -2.7381 0.8967 -0.1 0.0 -0.1
C 5.6328 -2.4691 0.0176 -0.4 0.1 -0.3
N 4.7362 -2.2569 -0.6755 0.6 -0.3 0.5
H 6.4145 -3.1182 1.8528 0.0 0.0 0.0
H 7.4228 -3.4782 0.4385 0.0 0.0 0.0
H 7.3317 -1.8213 1.0641 0.0 0.0 0.0
```
Positions in Å, forces in eV/Å.